A:
Density functional theory data (ωB97M-V/def2-TZVPD) for a cluster of 7 separate species, C33H78N2O7 in total.

Each line ends with the Mulliken charge.
Element x y z (Å)
C: 23.28713 23.35582 12.53644  -1.87
C: 22.51164 24.68189 12.56456  1.84
C: 21.39864 24.57750 11.53984  -1.96
C: 21.82149 24.78645 13.93490  -1.38
C: 22.81060 25.18696 15.02979  1.30
C: 23.69230 26.38124 14.68108  -1.52
C: 24.32834 26.31149 13.27891  1.98
C: 24.63632 27.75308 12.88040  -2.00
C: 25.62582 25.51377 13.37387  -1.49
N: 23.33729 25.85009 12.29748  0.03
O: 23.90980 25.75586 11.01094  -0.48
H: 22.62395 22.49911 12.66606  0.45
H: 23.79468 23.20682 11.57836  0.41
H: 24.04866 23.27390 13.31385  0.36
H: 21.75558 24.25604 10.55997  0.37
H: 20.67207 23.82875 11.86352  0.33
H: 20.88553 25.53383 11.43835  0.45
H: 20.92631 25.41010 13.94160  0.24
H: 21.52244 23.76833 14.19597  0.49
H: 22.33478 25.36330 15.99653  -0.70
H: 23.41009 24.29101 15.23981  0.12
H: 24.51392 26.41001 15.40466  0.34
H: 23.16885 27.31892 14.87593  0.18
H: 23.83428 28.46497 13.08484  0.36
H: 24.80902 27.84668 11.80611  0.43
H: 25.52406 28.15040 13.38237  0.43
H: 25.61863 24.77671 14.18509  0.36
H: 26.53965 26.09448 13.47897  0.41
H: 25.80885 24.84726 12.51680  0.18
H: 24.59104 25.06816 11.06218  0.37
C: 17.82744 28.32294 20.30289  -1.38
C: 18.32722 27.34242 19.22111  1.52
C: 17.96632 25.90594 19.52792  -1.69
C: 17.57998 27.73397 17.92016  0.01
C: 18.01120 29.01987 17.19382  -0.98
C: 19.35509 29.52926 17.66991  -0.84
C: 20.37638 28.45411 18.08283  1.44
C: 20.97085 27.69185 16.89559  -1.80
C: 21.48057 29.27174 18.75017  -2.08
N: 19.74870 27.50231 18.98470  1.29
O: 20.53664 27.06234 20.07182  -0.67
H: 17.92202 29.37318 20.04939  -0.02
H: 16.75710 28.08521 20.46136  0.39
H: 18.18043 28.10555 21.31603  0.37
H: 18.52998 25.23265 18.87580  0.05
H: 18.10605 25.59611 20.56348  0.39
H: 16.91784 25.72726 19.26508  0.35
H: 17.75866 26.96982 17.15754  -0.17
H: 16.52700 27.77946 18.19146  -0.04
H: 18.07045 28.79114 16.12354  0.38
H: 17.22662 29.78251 17.17824  0.20
H: 19.21169 30.32296 18.40730  -0.47
H: 19.83129 30.10443 16.86203  0.68
H: 21.92668 27.25452 17.19632  0.48
H: 21.13481 28.32258 16.01763  0.46
H: 20.30531 26.87485 16.61176  0.36
H: 22.21587 29.65158 18.03917  0.40
H: 22.12470 28.63391 19.37224  0.40
H: 21.11497 29.99452 19.47516  0.47
H: 20.84944 26.18664 19.79577  0.44
C: 21.27760 32.95505 18.99234  -0.44
C: 21.65664 33.99818 20.01826  0.54
C: 22.79134 34.89340 19.55144  -1.53
O: 20.54299 34.84549 20.33192  -0.59
H: 20.42939 32.32371 19.26558  -0.32
H: 22.07050 32.20692 18.87873  0.36
H: 21.10563 33.41278 18.01659  0.32
H: 21.91482 33.52817 20.97620  0.24
H: 22.39732 35.53144 18.75543  0.37
H: 23.58078 34.30029 19.09373  0.38
H: 23.13350 35.49855 20.38585  0.36
H: 19.86137 34.42889 20.87370  0.35
C: 17.35781 32.94521 19.57185  -0.83
C: 17.32517 34.41557 19.91843  0.49
C: 15.98079 35.02149 19.62323  -1.49
O: 17.60915 34.52451 21.33009  -0.65
H: 16.43988 32.45936 19.92023  0.14
H: 18.17348 32.36845 20.00671  0.07
H: 17.38838 32.83273 18.48625  0.46
H: 18.13398 34.92922 19.38980  0.29
H: 15.95316 36.10613 19.74042  0.42
H: 15.16981 34.50926 20.14234  0.33
H: 15.69548 34.89613 18.56706  0.35
H: 17.68346 35.45184 21.57646  0.36
C: 16.06056 24.45256 15.58751  -1.00
C: 17.19961 23.93749 14.72729  0.92
C: 16.73163 22.89121 13.72362  -1.57
O: 17.74017 25.07210 14.02165  -0.49
H: 15.45128 23.70388 16.10392  0.39
H: 15.31606 25.06512 15.07903  0.32
H: 16.55762 25.04749 16.35928  -0.03
H: 17.98692 23.53609 15.36645  0.08
H: 16.06851 23.36214 12.98936  0.42
H: 16.17925 22.08504 14.20635  0.38
H: 17.54932 22.44137 13.15500  0.36
H: 17.39742 25.01279 13.12485  0.28
C: 12.41799 28.91479 20.31669  -1.35
C: 13.13489 29.34992 19.03909  0.31
C: 14.09415 30.48942 19.34780  -1.14
O: 13.83563 28.25152 18.47162  -0.50
H: 11.63429 28.18327 20.12272  0.33
H: 11.92014 29.77761 20.77141  0.40
H: 13.13152 28.54551 21.05579  0.32
H: 12.40009 29.70047 18.31594  0.30
H: 13.55208 31.37659 19.68994  0.50
H: 14.67936 30.73203 18.46035  0.27
H: 14.78065 30.28869 20.17726  0.24
H: 14.44228 27.87365 19.11625  0.28
C: 23.01320 23.18436 18.40340  -1.47
C: 21.64668 23.75075 18.70006  1.68
C: 20.59672 22.67512 18.89908  -1.57
O: 21.73920 24.55003 19.92063  -0.60
H: 23.15442 22.97183 17.34302  0.27
H: 23.14594 22.24358 18.94534  0.35
H: 23.78507 23.87118 18.74470  0.40
H: 21.31660 24.48142 17.95904  -0.58
H: 19.60868 23.11612 19.02589  0.39
H: 20.91318 22.05297 19.73819  0.46
H: 20.52974 22.04545 18.00867  0.38
H: 21.34407 24.03978 20.63374  0.30

## Properties
**SMILES string**: CC1(C)CCCC(C)(C)N1O.CC1(C)CCCC(C)(C)N1O.CC(C)O.CC(C)O.CC(C)O.CC(C)O.CC(C)O
**Net charge**: 0
**Gap between HOMO and LUMO**: 8.027 eV

***

B:
Density functional theory data (ωB97M-V/def2-TZVPD) for a cluster of 7 separate species, C33H78N2O7 in total.

Each line ends with the Mulliken charge.
Element x y z (Å)
C: 4.40531 -1.83682 1.73758  -1.54
C: 5.06612 -0.61064 2.38232  1.98
C: 4.46623 0.62967 1.71286  -2.04
C: 4.69909 -0.55261 3.86096  -1.34
C: 5.40389 -1.60166 4.67762  -0.50
C: 6.89668 -1.42424 4.47050  -1.41
C: 7.37870 -1.44635 3.00976  1.72
C: 8.79809 -0.90656 2.98034  -1.91
C: 7.45524 -2.89248 2.50866  -1.74
N: 6.51212 -0.59953 2.22243  0.30
O: 6.88861 -0.55794 0.85842  -0.50
H: 4.80883 -2.02252 0.73759  0.55
H: 4.62695 -2.78214 2.24287  0.32
H: 3.31457 -1.79158 1.71532  -0.02
H: 3.38203 0.58249 1.76605  0.11
H: 4.84622 1.53122 2.20114  0.53
H: 4.78599 0.69617 0.67273  0.50
H: 5.00360 0.42538 4.26603  0.40
H: 3.61366 -0.50633 3.98364  0.38
H: 5.19476 -1.55629 5.74739  0.40
H: 5.07946 -2.59745 4.35766  0.30
H: 7.44388 -2.24634 4.94940  0.42
H: 7.25675 -0.52356 4.97396  0.37
H: 9.06192 -0.62059 1.95479  0.39
H: 9.56278 -1.60022 3.32207  0.38
H: 8.94259 0.03791 3.51895  0.40
H: 7.76263 -2.91697 1.46008  0.36
H: 6.52195 -3.44242 2.61421  0.34
H: 8.22452 -3.46000 3.03798  0.48
H: 7.19839 0.34420 0.73261  0.37
C: -5.47139 0.00114 -1.44679  -1.75
C: -5.61173 1.45920 -1.87352  2.09
C: -4.94858 2.32741 -0.79002  -1.43
C: -4.84519 1.64907 -3.19244  -1.06
C: -5.29219 2.79991 -4.11159  -0.96
C: -6.81021 2.87266 -4.20441  -1.38
C: -7.52526 2.88853 -2.85070  1.78
C: -7.35063 4.27856 -2.19525  -1.77
C: -8.99297 2.60502 -3.15206  -2.07
N: -7.01046 1.79737 -2.04264  0.30
O: -7.69380 1.72260 -0.80177  -0.50
H: -4.43756 -0.31821 -1.59856  0.06
H: -5.76930 -0.14004 -0.41098  0.40
H: -6.05984 -0.63846 -2.11182  0.52
H: -5.17803 3.39034 -0.89869  0.31
H: -5.39805 2.06396 0.17387  0.41
H: -3.87243 2.20316 -0.67594  0.09
H: -3.82065 1.90709 -2.90776  0.08
H: -4.75814 0.71281 -3.74760  0.50
H: -4.81306 3.73497 -3.82404  0.33
H: -4.94878 2.51960 -5.10948  0.43
H: -7.09712 2.00393 -4.80388  0.40
H: -7.14060 3.77108 -4.73177  0.44
H: -8.26460 4.86713 -2.33120  0.44
H: -6.53457 4.83304 -2.65393  0.29
H: -7.25768 4.19769 -1.11408  0.37
H: -9.05333 1.57029 -3.50219  0.47
H: -9.33961 3.26955 -3.94124  0.44
H: -9.63179 2.66055 -2.27073  0.43
H: -8.30166 0.98433 -0.90685  0.35
C: -1.06249 -1.19689 -0.90800  -1.49
C: -0.52250 -0.16431 0.03083  1.03
C: 0.83978 -0.47293 0.60859  -0.90
O: -0.50058 1.11102 -0.65659  -0.10
H: -0.34658 -1.45862 -1.69077  0.14
H: -1.95060 -0.81064 -1.41472  0.18
H: -1.34855 -2.10488 -0.37600  0.41
H: -1.23054 -0.08657 0.86980  0.03
H: 0.78153 -1.18628 1.42992  -0.03
H: 1.24523 0.43604 1.07154  0.32
H: 1.55664 -0.83108 -0.13265  0.32
H: -0.12293 1.66275 0.04270  -0.11
C: -1.75988 4.51595 -0.49052  -0.87
C: -1.27421 4.13445 0.91688  0.42
C: -2.07133 3.02265 1.56646  -1.06
O: 0.13089 3.81966 0.82468  -0.53
H: -1.36620 5.49296 -0.77456  0.41
H: -2.84406 4.48928 -0.59186  0.13
H: -1.33641 3.78549 -1.18571  0.11
H: -1.37182 5.03245 1.53944  0.49
H: -2.15000 2.13117 0.94896  -0.13
H: -3.05948 3.37252 1.85602  0.44
H: -1.49806 2.82789 2.47912  0.37
H: 0.57194 4.67167 0.86963  0.30
C: 0.82480 -3.98318 4.08615  -1.34
C: -0.41864 -3.40494 3.44699  0.73
C: -0.67212 -2.00357 3.93111  -1.22
O: -0.19894 -3.30505 2.03630  -0.26
H: 1.66117 -3.28822 4.21166  0.15
H: 1.24271 -4.82210 3.51556  0.40
H: 0.66620 -4.40342 5.08735  0.40
H: -1.25963 -4.07475 3.64893  0.26
H: -0.89402 -1.98359 5.00217  0.45
H: -1.55561 -1.56617 3.45916  0.31
H: 0.19279 -1.36968 3.74273  0.13
H: 0.29629 -4.08792 1.75996  0.11
C: 1.05679 -4.19990 -1.76027  -0.87
C: 1.54534 -5.30298 -0.83302  0.46
C: 2.78265 -4.86879 -0.09973  -0.93
O: 0.59020 -5.59732 0.19123  -0.59
H: 0.00006 -4.27486 -2.03763  0.41
H: 1.65609 -4.23666 -2.67341  0.44
H: 1.12792 -3.20995 -1.30828  -0.21
H: 1.74777 -6.21473 -1.40418  0.29
H: 2.69809 -3.82828 0.22451  -0.15
H: 3.72589 -4.95809 -0.63655  0.47
H: 2.88663 -5.45623 0.81789  0.38
H: -0.26848 -5.81074 -0.18661  0.31
C: 1.26710 2.84902 -3.75874  -1.19
C: 1.19371 1.55972 -4.55593  0.54
C: 0.04235 0.68726 -4.09974  -0.79
O: 1.02272 1.94388 -5.92948  -0.55
H: 2.23807 3.33733 -3.83544  0.36
H: 1.15380 2.64089 -2.68525  0.18
H: 0.44938 3.54082 -3.97022  0.32
H: 2.14851 1.07247 -4.32037  0.19
H: -0.90893 1.10045 -4.45934  0.27
H: -0.08264 0.67234 -3.01841  -0.10
H: 0.09832 -0.28859 -4.58922  0.40
H: 1.26156 1.19570 -6.48097  0.32

## Properties
**SMILES string**: CC1(C)CCCC(C)(C)N1O.CC1(C)CCCC(C)(C)N1O.CC(C)O.CC(C)O.CC(C)O.CC(C)O.CC(C)O
**Net charge**: 0
**Gap between HOMO and LUMO**: 8.765 eV

***

Stability verdict: B, ahead by 0.0273 hartree

***

A:
Density functional theory data (ωB97M-V/def2-TZVPD) for a cluster of 2 separate species, C4H9NO in total.

Each line ends with the Mulliken charge.
Element x y z (Å)
C: 0.31060 1.39607 -0.19737  -1.07
C: 0.97346 1.58134 1.01387  0.44
N: 0.35125 1.61411 2.17837  -0.28
H: -0.77069 1.36638 -0.19462  0.42
H: 0.90276 1.58099 -1.08115  0.30
H: 2.04546 1.43061 0.98811  0.37
H: -0.62677 1.86928 2.14703  0.24
H: 0.71210 1.77032 3.10744  0.27
C: -1.38618 -1.75143 -1.40686  -0.52
C: -0.12025 -2.18513 -1.29194  0.18
O: 0.63878 -1.74028 -0.22738  -0.38
H: -2.06791 -2.41890 -1.92226  0.25
H: -1.73987 -0.78681 -1.07244  0.15
H: 0.35134 -2.92307 -1.91996  0.36
H: 0.42592 -0.80348 -0.12084  0.24

## Properties
**Spin multiplicity**: 2
**Expectation value of S²**: 0.765
**Net charge**: +1
**Gap between HOMO and LUMO (alpha / beta)**: 9.585 / 4.112 eV

***

B:
Density functional theory data (ωB97M-V/def2-TZVPD) for a cluster of 2 separate species, C4H9NO in total.

Each line ends with the Mulliken charge.
Element x y z (Å)
C: -1.90355 -0.14547 -0.04665  -0.68
C: -1.13180 0.84480 -0.57980  -0.07
N: -1.27886 2.19774 -0.33004  -0.46
H: -2.65294 0.17744 0.61343  0.31
H: -1.96384 -1.12739 -0.48125  0.29
H: -0.54748 0.53577 -1.42130  0.47
H: -2.23743 2.41605 -0.08190  0.27
H: -0.65743 2.57373 0.33319  0.25
C: 1.56269 -0.32216 0.70003  -0.38
C: 2.33609 -1.31398 0.26554  0.27
O: 1.79031 -2.31887 -0.55404  -0.38
H: 1.99761 0.67783 0.91969  0.27
H: 0.47736 -0.51842 0.63708  0.09
H: 3.38264 -1.20583 0.32431  0.39
H: 0.82663 -2.47125 -0.29828  0.37

## Properties
**Spin multiplicity**: 2
**Expectation value of S²**: 0.759
**Net charge**: +1
**Gap between HOMO and LUMO (alpha / beta)**: 10.218 / 3.961 eV

***

Stability verdict: A, ahead by 0.0400 hartree

***

A:
Density functional theory data (ωB97M-V/def2-TZVPD) for a cluster of 4 separate species, C4H13NO3 in total.

Each line ends with the Mulliken charge.
Element x y z (Å)
C: -1.63737 -1.03208 2.18749  -0.71
C: -1.31001 -0.79302 0.92621  -0.20
C: -0.44073 0.33801 0.51414  -0.30
C: -0.92616 1.58929 0.54474  -0.17
N: -0.26126 2.71237 0.10060  -0.50
H: -2.37517 -1.72073 2.56141  0.30
H: -1.21933 -0.31120 2.88773  0.28
H: -1.62386 -1.38132 0.06376  0.29
H: 0.58015 0.15918 0.20496  0.21
H: -1.86471 1.76232 1.05461  0.35
H: -0.44601 3.55075 0.62128  0.24
H: 0.74032 2.67285 -0.05481  0.23
O: -0.17697 -1.25730 -2.38435  -0.56
H: -0.55899 -1.87450 -3.00736  0.29
H: 0.48202 -0.80188 -2.87185  0.27
O: 1.92138 1.01845 -1.94021  -0.60
H: 1.24257 0.36556 -1.77646  0.21
H: 1.36695 1.77354 -2.22616  0.36
O: 2.50044 -2.24869 1.09825  -0.64
H: 2.22533 -1.67356 0.35215  0.33
H: 1.78143 -2.84803 1.14384  0.31

## Properties
**SMILES string**: C=C/C=C/N.O.O.O
**Net charge**: 0
**Gap between HOMO and LUMO**: 8.634 eV

***

B:
Density functional theory data (ωB97M-V/def2-TZVPD) for a structure of composition C4H13NO3.

Each line ends with the Mulliken charge.
Element x y z (Å)
C: -2.19133 0.30530 -0.44440  -0.88
N: -1.01577 -0.28881 -0.88190  0.24
C: -0.36446 -1.20224 0.11709  -0.76
C: -0.15357 0.48339 -1.81006  -0.22
C: 0.07655 1.89053 -1.61219  -0.63
O: 0.81794 2.38169 -0.43059  -0.42
H: -2.50347 0.95991 -1.35509  0.31
H: -3.04807 -0.39036 -0.05791  0.27
H: -1.77198 1.14787 0.17119  0.44
H: -0.98077 -2.06544 0.67921  0.25
H: 0.04040 -0.53386 0.94255  0.40
H: 0.53807 -1.71661 -0.35684  0.28
H: 0.23998 0.02541 -2.63633  0.48
H: -0.87408 2.36978 -1.61195  0.40
H: 0.60968 2.20202 -2.46165  0.35
H: 1.45545 1.64777 -0.27119  0.35
H: 0.63073 -2.47454 3.49498  0.21
O: 0.89412 -2.15889 2.52007  -0.84
H: 1.76760 -1.29284 2.39079  0.40
H: 3.24836 -0.90991 1.52560  0.23
O: 2.58463 -0.38017 2.08862  -0.87

## Properties
**Net charge**: 0
**Gap between HOMO and LUMO**: 3.797 eV

***

C:
Density functional theory data (ωB97M-V/def2-TZVPD) for a cluster of 3 separate species, C4H13NO3 in total.

Each line ends with the Mulliken charge.
Element x y z (Å)
C: -0.25997 1.89331 0.11457  -1.15
N: -0.93116 0.85064 0.87339  -0.27
C: -1.92556 0.10350 0.13641  -0.77
C: -1.35706 -0.71315 -1.01719  -0.16
C: -2.36992 -1.70003 -1.49593  -0.12
O: -2.38457 -2.18867 -2.59316  -0.48
H: 0.32513 1.46009 -0.69074  0.32
H: 0.35415 2.48509 0.78237  0.45
H: -0.98318 2.55232 -0.40146  0.33
H: -1.31165 1.20489 1.73510  0.21
H: -2.77677 0.70733 -0.20983  0.33
H: -2.36277 -0.61390 0.83627  0.44
H: -0.99280 -0.18809 -1.88931  0.29
H: -0.53331 -1.32105 -0.62351  0.25
H: -3.15552 -1.97824 -0.77793  0.32
O: 4.45881 -1.53043 1.63931  -0.63
H: 4.09591 -2.38341 1.90397  0.31
H: 3.82195 -1.08965 1.05886  0.36
O: 2.94746 0.57033 0.44111  -0.69
H: 2.04976 0.90491 0.54258  0.36
H: 3.29108 0.97422 -0.36486  0.30

## Properties
**SMILES string**: CNCCC=O.O.O
**Net charge**: 0
**Gap between HOMO and LUMO**: 10.064 eV

***

D:
Density functional theory data (ωB97M-V/def2-TZVPD) for a cluster of 2 separate species, C4H13NO3 in total.

Each line ends with the Mulliken charge.
Element x y z (Å)
N: -1.20491 0.60217 0.87796  -0.46
C: -0.76432 -0.07582 -0.41026  0.17
C: -0.71186 0.84065 -1.63607  -0.47
O: -1.91909 0.62921 -2.34455  -0.54
C: 0.66388 -0.59831 -0.21173  -0.64
C: 0.80106 -2.04750 0.37411  -0.65
O: 2.03317 -2.06882 1.07961  -0.55
H: -0.36474 0.85676 1.37223  0.10
H: -1.85978 1.34684 0.62450  0.29
H: -1.27103 -1.09638 -0.34187  0.18
H: -0.00747 0.54899 -2.43710  0.29
H: -0.43155 1.90985 -1.53701  0.27
H: -2.70015 0.61462 -1.79097  0.33
H: 1.45569 0.12253 0.00834  0.44
H: 0.87303 -0.85946 -1.33074  0.26
H: 0.83254 -2.90943 -0.35599  0.33
H: -0.01561 -2.32336 1.04637  0.33
H: 2.70288 -2.36190 0.39758  0.33
O: 0.31082 2.51549 2.29371  -0.69
H: 0.71397 2.37200 1.42189  0.34
H: 0.86347 1.98187 2.89999  0.34

## Properties
**SMILES string**: N[C@@H](CO)CCO.O
**Net charge**: 0
**Gap between HOMO and LUMO**: 9.824 eV

***

Stability verdict: C, ahead by 0.0301 hartree